No. 1
11
Properties=species:S:1:pos:R:3 method="wB97M-V/def2-TZVPD" homo_lumo_gap_ev=6.23 total_charge=-1 lumo_ha=0.120 largest_force_ev_per_a=4.46
C -0.38 -1.82 -0.18
C 0.79 1.07 -0.53
C -0.31 0.43 0.21
O -0.54 -2.13 0.97
O -0.24 -2.12 -1.31
O -0.05 0.37 1.57
I -2.47 1.30 -0.08
H 1.30 0.25 -1.16
H 0.64 1.72 -1.40
H 1.56 1.45 0.01
H -0.29 -0.54 1.90



No. 2
56
Properties=species:S:1:pos:R:3 method="wB97M-V/def2-TZVPD" homo_lumo_gap_ev=8.32 lumo_ha=-0.005 largest_force_ev_per_a=0.95
C 2.62 1.35 2.02
H 1.80 1.99 2.32
H 3.38 1.37 2.79
C 3.19 1.83 0.69
C 4.41 1.03 0.21
H 4.82 1.52 -0.67
H 5.18 1.05 0.98
C 4.09 -0.43 -0.12
C 2.96 -0.57 -1.10
C 3.05 0.02 -2.32
C 1.99 0.00 -3.30
O 2.02 0.54 -4.38
O 0.85 -0.68 -2.95
C 0.74 -1.32 -1.77
C -0.46 -2.01 -1.56
C -0.67 -2.70 -0.38
C 0.34 -2.66 0.60
C 1.52 -1.99 0.40
C 1.76 -1.30 -0.80
H 2.26 -2.02 1.18
Cl 0.06 -3.49 2.09
O -1.77 -3.42 -0.08
C -2.81 -3.51 -1.03
C -3.62 -2.21 -1.17
O -4.25 -1.96 -2.18
N -3.61 -1.45 -0.06
H -2.95 -1.69 0.67
C -4.17 -0.13 -0.01
H -4.64 0.01 0.96
C -3.09 0.94 -0.26
N -1.89 0.64 0.50
C -0.68 1.26 -0.01
C -0.57 2.75 0.37
H 0.38 3.16 0.05
O -0.63 2.91 1.77
C -1.83 2.38 2.29
C -1.98 0.89 1.94
H -2.93 0.52 2.32
H -1.16 0.34 2.41
H -1.78 2.51 3.37
H -2.69 2.95 1.90
H -1.39 3.31 -0.11
H -0.64 1.14 -1.09
H 0.17 0.73 0.44
H -3.52 1.93 -0.06
H -2.81 0.90 -1.32
H -4.93 -0.06 -0.80
H -3.48 -4.29 -0.64
H -2.45 -3.82 -2.01
H -1.19 -1.97 -2.34
H 3.94 0.57 -2.62
H 3.88 -0.97 0.80
H 4.99 -0.88 -0.57
H 2.42 1.79 -0.08
H 3.49 2.87 0.80
H 2.24 0.33 1.94



No. 3
80
Properties=species:S:1:pos:R:3 method="wB97M-V/def2-TZVPD" homo_lumo_gap_ev=7.29 total_charge=+1 lumo_ha=-0.097 largest_force_ev_per_a=0.36
Fe -0.67 -0.28 -0.54
C 4.97 -1.30 -3.48
C 3.56 -0.91 -3.89
N 2.57 -1.58 -3.06
C 1.59 -0.99 -2.36
S 0.59 -2.04 -1.39
N 1.50 0.33 -2.42
N 0.46 0.82 -1.69
C 0.30 2.10 -1.63
C 1.16 3.11 -2.30
C -0.91 2.49 -0.88
C -1.39 3.79 -0.82
C -2.61 4.03 -0.22
C -3.32 2.97 0.33
C -2.76 1.71 0.28
N -1.59 1.47 -0.31
H 5.70 -0.81 -4.12
H 5.12 -2.38 -3.57
H 5.16 -1.02 -2.45
H 3.38 -1.14 -4.94
H 3.40 0.16 -3.76
H 2.62 -2.58 -2.98
H 1.98 2.62 -2.81
H 1.56 3.82 -1.57
H 0.58 3.68 -3.03
H -0.82 4.59 -1.28
H -3.01 5.04 -0.18
H -4.28 3.12 0.80
H -3.25 0.85 0.72
C -1.38 2.94 3.32
C -0.98 1.52 3.62
C -0.21 1.20 4.74
C 0.18 -0.11 4.93
C -0.22 -1.07 4.02
C -1.02 -0.67 2.95
N -1.39 0.59 2.76
C -1.61 -1.71 2.05
C -2.08 -2.86 2.66
C -2.74 -3.81 1.91
C -2.97 -3.55 0.58
C -2.48 -2.38 0.03
N -1.76 -1.49 0.73
C -2.77 -2.01 -1.38
C -3.65 -2.75 -2.14
C -3.93 -2.35 -3.44
C -3.31 -1.21 -3.91
C -2.43 -0.50 -3.10
C -1.78 0.72 -3.67
N -2.16 -0.90 -1.84
H -0.93 3.63 4.03
H -1.05 3.20 2.32
H -2.46 3.05 3.36
H 0.08 1.98 5.43
H 0.78 -0.38 5.79
H 0.09 -2.10 4.13
H -1.96 -2.99 3.73
H -3.11 -4.72 2.37
H -3.52 -4.26 -0.02
H -4.14 -3.63 -1.74
H -4.61 -2.91 -4.05
H -3.50 -0.85 -4.91
H -2.20 0.93 -4.66
H -1.96 1.59 -3.04
H -0.71 0.57 -3.78
C 3.74 -2.32 1.57
C 2.44 -1.58 1.85
S 2.23 -0.22 0.68
O 0.79 0.26 0.85
C 3.22 1.06 1.48
C 2.66 1.62 2.77
H 3.85 -3.16 2.26
H 4.61 -1.68 1.70
H 3.75 -2.71 0.55
H 2.36 -1.20 2.87
H 1.57 -2.21 1.64
H 3.30 1.83 0.71
H 4.21 0.62 1.60
H 1.62 1.91 2.63
H 3.23 2.50 3.06
H 2.71 0.90 3.58



No. 4
17
Properties=species:S:1:pos:R:3 method="wB97M-V/def2-TZVPD" homo_lumo_gap_ev="7.44 / 7.48" lumo_ha="0.003 / -0.010" largest_force_ev_per_a=1.33
C -1.10 0.97 0.25
C 0.15 0.42 2.15
C -1.47 1.26 -0.95
C 1.38 -0.75 0.52
C -2.46 0.48 -1.77
C 2.76 -1.19 0.16
N -0.88 0.89 1.48
O 1.23 -0.19 1.71
Cl 0.22 0.75 3.84
Br -0.07 -1.73 -0.21
H -0.98 2.09 -1.45
H -1.94 -0.19 -2.45
H -3.07 1.16 -2.36
H -3.11 -0.11 -1.13
H 2.76 -1.60 -0.84
H 3.15 -1.94 0.85
H 3.43 -0.33 0.19



No. 5
10
Properties=species:S:1:pos:R:3 method="wB97M-V/def2-TZVPD" homo_lumo_gap_ev=9.61 lumo_ha=0.016 largest_force_ev_per_a=7.87
C 0.13 0.29 0.19
C -1.30 -1.04 -0.36
H 0.30 1.79 1.64
H 1.70 1.59 0.56
H -2.35 -1.49 -0.10
H 1.77 -0.88 -0.88
N 0.62 1.51 0.49
N -1.15 0.18 0.24
N -0.32 -1.46 -0.98
N 0.61 -0.49 -0.80



No. 6
50
Properties=species:S:1:pos:R:3 method="wB97M-V/def2-TZVPD" multiplicity=2 homo_lumo_gap_ev="7.76 / 7.78" total_charge=+1 s2=0.7521 lumo_ha="-0.126 / -0.125" largest_force_ev_per_a=0.09
Ti 0.42 -0.70 0.54
N 2.24 -1.12 -1.09
N 2.88 -2.35 -0.87
C 2.55 -3.03 0.24
N 3.01 -4.25 0.44
N 1.75 -2.34 1.06
N 1.08 -2.93 2.07
O 1.39 -3.99 2.57
O 0.12 -2.23 2.41
H 1.71 -1.17 -1.96
H 2.92 -0.37 -1.14
H 3.48 -2.75 -1.57
H 3.54 -4.75 -0.26
H 2.75 -4.72 1.30
F -1.88 -2.13 -3.92
C -0.98 -2.41 -3.00
F 0.23 -1.93 -3.43
F -0.85 -3.74 -2.90
C -1.29 -1.77 -1.62
O -2.30 -1.11 -1.48
O -0.37 -2.03 -0.76
C -4.77 -0.23 0.68
N -3.43 -0.47 1.22
C -3.19 -1.78 1.81
C -2.41 0.31 0.94
C -2.59 1.61 0.23
O -1.24 -0.06 1.31
H -4.88 -0.76 -0.27
H -4.94 0.83 0.51
H -5.50 -0.59 1.39
H -4.13 -2.15 2.22
H -2.45 -1.71 2.59
H -2.84 -2.47 1.04
H -3.32 2.23 0.74
H -2.93 1.41 -0.79
H -1.64 2.12 0.19
I 3.09 7.57 -0.39
C 2.51 5.58 -0.20
C 2.93 4.84 0.90
C 2.55 3.52 1.03
C 1.74 2.94 0.05
C 1.31 3.68 -1.05
C 1.70 5.01 -1.17
C 1.32 1.54 0.19
O 0.54 0.99 -0.66
O 1.71 0.81 1.17
H 3.56 5.30 1.66
H 2.86 2.93 1.88
H 0.68 3.22 -1.79
H 1.38 5.59 -2.03



No. 7
39
Properties=species:S:1:pos:R:3 method="wB97M-V/def2-TZVPD" multiplicity=4 homo_lumo_gap_ev="7.67 / 7.77" total_charge=+2 s2=3.7530 lumo_ha="-0.281 / -0.277" largest_force_ev_per_a=4.77
C -0.98 0.99 -7.02
C -1.10 1.77 -5.73
H -1.30 1.60 -7.87
H -1.61 0.10 -6.98
H 0.05 0.69 -7.19
O -1.45 2.91 -5.59
I -0.51 0.62 -3.86
Er 0.45 -0.07 -0.49
P -2.20 -0.02 0.14
C -3.39 0.68 1.30
C -3.22 -0.23 -1.34
H -1.52 -2.37 0.20
H -3.18 -2.03 0.82
H -1.73 -1.70 1.84
C -2.13 -1.71 0.82
H -2.64 -0.73 -2.12
H -4.10 -0.81 -1.02
H -4.30 0.05 1.24
H -3.63 1.72 1.04
H -3.50 0.76 -1.72
H -2.99 0.67 2.32
C -0.61 1.97 0.62
O -1.09 2.84 1.21
Cl 1.68 -1.79 -1.73
C 4.14 -0.48 3.74
N 2.84 -0.67 3.06
C 1.76 -1.28 3.84
C 2.53 -0.20 1.87
C 3.47 0.53 0.99
O 1.31 -0.44 1.45
H 4.06 -0.95 4.73
H 4.35 0.59 3.86
H 4.96 -0.94 3.16
H 0.94 -0.57 4.01
H 1.36 -2.17 3.35
H 2.16 -1.57 4.81
H 3.58 0.01 0.03
H 3.08 1.54 0.78
H 4.47 0.68 1.43



No. 8
12
Properties=species:S:1:pos:R:3 method="wB97M-V/def2-TZVPD" homo_lumo_gap_ev=10.63 lumo_ha=0.030 largest_force_ev_per_a=1.25
C 1.50 -0.28 -0.02
C 0.05 0.24 -0.09
C -0.94 -0.84 -0.30
N -1.10 -0.10 0.92
C -0.30 1.64 -0.25
N -0.69 2.72 -0.08
H 1.87 -0.53 -1.03
H 1.51 -1.22 0.53
H 2.25 0.39 0.43
H -1.68 -0.86 -1.08
H -0.51 -1.80 -0.02
H -1.86 0.58 0.74



No. 9
58
Properties=species:S:1:pos:R:3 method="wB97M-V/def2-TZVPD" multiplicity=2 homo_lumo_gap_ev="8.43 / 8.43" total_charge=+2 s2=0.7508 lumo_ha="-0.218 / -0.218" largest_force_ev_per_a=0.25
Yb -0.12 0.73 -0.07
N 0.02 2.33 3.24
C -1.26 2.30 2.72
C -2.28 2.93 3.46
C -3.56 2.89 2.99
C -3.85 2.23 1.79
C -2.80 1.65 1.13
N -1.52 1.66 1.58
C 1.28 2.17 2.68
C 2.36 2.66 3.44
C 3.63 2.54 2.96
C 3.84 1.94 1.71
C 2.74 1.48 1.04
N 1.47 1.57 1.50
H 0.06 2.79 4.14
H -2.03 3.45 4.37
H -4.35 3.38 3.54
H -4.84 2.19 1.38
H -2.96 1.14 0.18
H 2.17 3.13 4.39
H 4.47 2.92 3.53
H 4.82 1.84 1.28
H 2.85 1.01 0.07
N -0.75 -1.37 1.14
C -1.06 -2.43 0.20
C -0.95 -3.76 0.51
C -1.30 -4.74 -0.45
C -1.77 -4.38 -1.68
C -1.88 -3.01 -2.02
C -2.37 -2.57 -3.27
C -2.43 -1.23 -3.55
C -1.96 -0.32 -2.58
N -1.51 -0.69 -1.40
C -1.50 -2.03 -1.09
H -0.11 -1.70 1.85
H -1.60 -1.10 1.64
H -0.62 -4.06 1.49
H -1.20 -5.78 -0.19
H -2.06 -5.13 -2.40
H -2.69 -3.30 -4.00
H -2.80 -0.86 -4.49
H -1.93 0.74 -2.79
O -1.87 4.25 -1.14
C -1.13 3.36 -1.24
N -0.37 2.42 -1.33
C 3.48 -1.59 -1.68
C 3.10 -0.80 -2.94
C 1.86 0.01 -2.54
O 1.51 -0.44 -1.18
C 2.16 -1.73 -0.96
H 4.18 -1.03 -1.06
H 3.93 -2.55 -1.91
H 2.86 -1.48 -3.76
H 3.91 -0.16 -3.28
H 1.00 -0.18 -3.18
H 2.02 1.09 -2.48
H 1.52 -2.50 -1.39
H 2.23 -1.87 0.12



No. 10
11
Properties=species:S:1:pos:R:3 method="wB97M-V/def2-TZVPD" homo_lumo_gap_ev=9.95 lumo_ha=0.032 largest_force_ev_per_a=2.43
C 0.68 -0.36 0.47
C 0.34 0.99 0.02
C -0.62 -0.13 -0.28
H 1.80 -1.88 -0.04
H 0.59 -0.49 1.55
H 0.05 1.81 0.64
H 0.91 1.14 -0.91
H -0.44 -0.31 -1.35
H -2.72 0.73 0.00
O 1.78 -0.92 -0.14
S -2.36 -0.58 0.05



No. 11
73
Properties=species:S:1:pos:R:3 method="wB97M-V/def2-TZVPD" homo_lumo_gap_ev=4.35 total_charge=-2 lumo_ha=0.128 largest_force_ev_per_a=0.57
Y 0.97 0.64 -0.75
C 0.39 0.97 -4.08
O 0.08 0.32 -2.84
Si -1.28 -0.63 -2.49
C -1.51 -1.82 -3.93
C -2.73 0.57 -2.63
C -0.83 -1.24 -0.83
Si -0.05 -2.94 -0.93
C -1.25 -4.26 -1.57
C 0.44 -3.69 0.74
C 1.49 -2.91 -1.97
Si -1.99 -0.96 0.56
C -3.58 -1.99 0.52
C -1.24 -1.18 2.28
C -2.63 0.83 0.67
H 0.03 2.01 -4.04
H -0.09 0.45 -4.91
H 1.47 0.94 -4.22
H -1.62 -1.25 -4.85
H -2.43 -2.39 -3.79
H -0.68 -2.51 -4.04
H -2.88 0.82 -3.68
H -2.53 1.50 -2.09
H -3.66 0.15 -2.25
H -2.14 -4.32 -0.93
H -0.76 -5.24 -1.54
H -1.59 -4.09 -2.59
H -0.43 -4.02 1.32
H 1.05 -3.03 1.35
H 1.03 -4.58 0.51
H 1.39 -2.45 -2.96
H 1.88 -3.92 -2.13
H 2.30 -2.37 -1.47
H -3.36 -3.05 0.65
H -4.09 -1.87 -0.43
H -4.26 -1.69 1.32
H -0.79 -2.15 2.46
H -2.03 -1.02 3.02
H -0.47 -0.42 2.46
H -3.38 1.08 -0.09
H -1.83 1.57 0.58
H -3.09 0.99 1.65
N 5.36 -0.70 4.05
C 4.21 -0.36 3.41
N 3.74 0.89 3.59
N 3.65 -1.28 2.67
C 2.78 -0.88 1.78
N 2.01 -0.56 0.98
H 5.58 -0.26 4.92
H 5.67 -1.64 3.90
H 4.37 1.60 3.91
H 2.85 1.19 3.20
O 0.99 1.98 3.24
C 0.55 2.59 2.27
N 1.05 2.55 1.01
S 0.32 3.61 0.04
O 1.06 4.78 -0.30
O -0.17 2.80 -1.08
C -0.97 4.06 1.16
C -2.08 4.87 0.98
C -2.90 5.06 2.08
C -2.61 4.47 3.31
C -1.48 3.67 3.47
C -0.67 3.47 2.37
H -2.29 5.32 0.03
H -3.79 5.67 1.99
H -3.28 4.63 4.15
H -1.24 3.19 4.41
Se 3.76 -1.30 -4.78
Sb 4.92 -0.45 -2.79
Se 3.27 1.34 -1.81
Se 5.13 -2.00 -0.91
Se 6.92 0.85 -3.28



No. 12
14
Properties=species:S:1:pos:R:3 method="wB97M-V/def2-TZVPD" homo_lumo_gap_ev=9.41 lumo_ha=0.038 largest_force_ev_per_a=7.88
C -0.96 -1.24 -0.05
C -2.01 0.02 -0.01
C -1.24 1.09 0.14
C 0.21 0.69 -0.41
C 1.61 1.07 0.01
C 0.35 -0.73 -0.27
H -1.12 -2.01 -0.77
H -0.94 -1.61 1.14
H -3.22 -0.24 0.04
H -1.77 2.16 0.08
H 2.00 2.05 -0.07
H 3.24 0.02 0.05
N 2.33 -0.11 0.06
N 1.51 -1.17 0.05